Entry from the OMol25 dataset: a single C19H32N2S molecule (wB97M-V/def2-TZVPD).

The calculation puts the energy relative to the best compared isomer or geometry (same formula, charge and spin) at 1.1 kcal/mol. As for the LUMO energy: 0.68 eV. The SMILES is CCCC[C@@H]1CNC(=S)N1CC[C@]12C[C@H]3C[C@H](C[C@H](C3)C1)C2.

ORCA input file:
```
! wB97M-V def2-TZVPD RIJCOSX def2/J DEFGRID3
* xyz 0 1
C -5.70514 -3.02499 0.28881
C -5.12296 -1.62417 0.13843
C -3.89376 -1.62691 -0.76730
C -3.31899 -0.23875 -1.04798
C -2.72843 0.45317 0.19296
C -3.73677 1.35908 0.92885
N -3.34506 2.68058 0.49073
C -2.07935 2.67652 -0.00704
S -1.20030 4.01826 -0.36010
N -1.69355 1.39946 -0.19038
C -0.37557 1.01682 -0.62258
C 0.61536 1.06169 0.54592
C 2.01911 0.51232 0.24423
C 1.99198 -1.00866 0.05673
C 3.40705 -1.53512 -0.18398
C 3.98831 -0.88380 -1.43757
C 4.03530 0.63118 -1.24384
C 4.91988 0.96455 -0.04493
C 4.33693 0.30925 1.20512
C 4.29092 -1.20566 1.01705
C 2.92362 0.83714 1.44109
C 2.61885 1.15639 -1.00921
H -4.96979 -3.69973 0.72150
H -6.00361 -3.42037 -0.67948
H -6.57828 -3.00859 0.93644
H -4.85464 -1.24078 1.12452
H -5.88258 -0.96372 -0.28601
H -4.16662 -2.08218 -1.72215
H -3.11840 -2.25207 -0.31723
H -2.52241 -0.34455 -1.78759
H -4.08347 0.40373 -1.48798
H -2.30311 -0.30587 0.86025
H -4.76778 1.15148 0.63757
H -3.65202 1.25689 2.01958
H -3.71833 3.51337 0.91269
H -0.43304 0.01435 -1.04957
H -0.06609 1.72397 -1.39582
H 0.70199 2.10458 0.85811
H 0.19319 0.49891 1.38384
H 1.56986 -1.48294 0.94672
H 1.36221 -1.27321 -0.79547
H 3.36832 -2.62240 -0.32127
H 4.99401 -1.26779 -1.62301
H 3.37131 -1.12944 -2.30532
H 4.44805 1.10087 -2.14390
H 5.93564 0.60163 -0.21830
H 4.96880 2.04708 0.09108
H 4.96309 0.55134 2.07158
H 3.89118 -1.68071 1.91626
H 5.29933 -1.59277 0.85425
H 2.95607 1.91876 1.58921
H 2.50839 0.38915 2.34754
H 2.63495 2.24165 -0.89177
H 2.00636 0.92100 -1.88131
*
```